# 1
ORCA calculation (ωB97M-V with the def2-TZVPD basis set) on a structure of composition C21H39MoN2O2P3S.

Structure (XYZ):
```
69
Properties=species:S:1:pos:R:3
P -3.534 0.932 -1.547
C -3.450 2.721 -1.382
H -4.303 3.171 -1.920
H -2.513 3.109 -1.807
H -3.519 3.000 -0.324
C -3.257 0.447 -3.238
H -3.032 -0.627 -3.321
H -2.423 1.033 -3.656
H -4.173 0.661 -3.817
C -5.129 0.372 -0.966
H -5.895 0.595 -1.727
H -5.385 0.904 -0.039
H -5.116 -0.712 -0.778
P -0.472 -1.380 4.113
C -0.480 0.355 4.706
H -0.252 0.483 5.772
H -1.458 0.799 4.480
H 0.273 0.895 4.107
C -1.889 -2.133 5.014
H -2.008 -3.165 4.651
H -2.802 -1.582 4.758
H -1.752 -2.145 6.109
C 0.931 -2.133 5.033
H 0.776 -2.149 6.125
H 1.857 -1.599 4.788
H 1.035 -3.168 4.668
P 3.611 0.005 -1.120
C 4.213 1.664 -0.782
H 5.173 1.804 -1.298
H 4.364 1.774 0.299
H 3.487 2.404 -1.134
C 4.840 -1.177 -0.560
H 5.700 -1.151 -1.254
H 4.443 -2.202 -0.523
H 5.185 -0.881 0.441
C 3.271 -0.156 -2.875
H 4.222 -0.376 -3.391
H 2.853 0.781 -3.266
H 2.569 -0.976 -3.068
Mo -0.449 -2.934 -0.640
C -2.276 0.266 -0.380
O -1.474 0.334 0.481
C 2.083 -0.066 -0.112
O 1.171 0.246 0.537
C 0.697 -4.683 -0.423
C 0.521 -4.392 -1.799
C -0.775 -4.150 -2.323
C -1.903 -4.206 -1.465
C -1.736 -4.497 -0.089
C -0.436 -4.737 0.438
H 1.697 -4.774 -0.013
H 1.387 -4.299 -2.440
H -0.882 -3.824 -3.351
H -2.877 -3.921 -1.841
H -2.582 -4.435 0.593
H -0.294 -4.881 1.506
C 1.689 5.027 -2.253
N 1.078 4.445 -1.075
C 1.207 4.928 0.221
C 0.536 4.062 1.031
N 0.024 3.065 0.229
C 0.384 3.262 -1.089
S 0.136 2.268 -2.428
H 2.679 4.587 -2.446
H 1.045 4.828 -3.114
H 1.799 6.109 -2.096
H 1.750 5.831 0.426
H 0.364 4.075 2.094
H -0.528 2.273 0.551
```

Values from the calculation:
* DFT total energy: -69995.402 eV
* HOMO energy (spin up / spin down): -17.4 / -17.4 eV
* multiplicity: 3
* <S²>: 2.01
* total charge: +4

Atom charges from the Mulliken analysis, given in e for atoms 1 to 6: atom 1 (P): 0.92, atom 2 (C): -1.07, atom 3 (H): 0.45, atom 4 (H): 0.20, atom 5 (H): 0.42, atom 6 (C): -1.05

=====

# 2
ORCA calculation (ωB97M-V with the def2-TZVPD basis set) on the molecule C2H2N2OS2.

Structure (XYZ):
```
9
Properties=species:S:1:pos:R:3
O 0.232 1.978 -1.070
C 0.340 0.926 -1.580
C 0.372 -0.347 -1.906
N 0.459 -1.275 -0.932
N 0.283 -1.169 0.285
S -0.250 0.114 1.104
S -1.224 -0.172 3.118
H 0.077 -0.735 -2.818
H -0.288 0.679 3.800
```

Values from the calculation:
* DFT total energy: -28800.082 eV
* HOMO energy: -8.7 eV
* SMILES: O=C=C/N=N\SS
* energy relative to the best compared isomer or geometry (same formula, charge and spin): 81.67 kcal per mole
* total charge: 0

Atom charges from the Mulliken analysis, given in e for atoms 1 to 6: atom 1 (O): -0.34, atom 2 (C): 0.59, atom 3 (C): -0.29, atom 4 (N): -0.32, atom 5 (N): -0.05, atom 6 (S): 0.09

=====

# 3
ORCA calculation (ωB97M-V with the def2-TZVPD basis set) on the molecule C7H9NO.

Structure (XYZ):
```
18
Properties=species:S:1:pos:R:3
O 3.078 -0.263 -0.381
C 1.897 -0.469 0.263
C 0.763 0.454 0.582
C 0.013 1.640 0.129
C -1.246 1.303 -0.255
C -1.678 -0.128 -0.434
C -1.517 -1.279 0.523
N -0.656 -1.252 -0.680
C 0.621 -0.594 -0.498
H 2.915 0.367 -1.063
H 2.035 -1.154 1.125
H 0.415 0.124 1.580
H 0.275 2.683 0.246
H -1.985 2.009 -0.589
H -2.458 -0.213 -1.146
H -2.255 -2.116 0.496
H -1.053 -1.142 1.520
H 0.838 0.033 -1.420
```

Values from the calculation:
* DFT total energy: -10937.897 eV
* HOMO energy: -8.8 eV
* SMILES: O[C@H]1[C@H]2C=C[C@@H]3CN3[C@H]12
* energy relative to the best compared isomer or geometry (same formula, charge and spin): 113.41 kcal per mole
* total charge: 0

Atom charges from the Mulliken analysis, given in e for atoms 1 to 6: atom 1 (O): -0.56, atom 2 (C): -0.18, atom 3 (C): -0.01, atom 4 (C): -0.81, atom 5 (C): -0.38, atom 6 (C): -0.04

=====

# 4
ORCA calculation (ωB97M-V with the def2-TZVPD basis set) on a structure of composition C17H25N4O9P2Tl.

Structure (XYZ):
```
58
Properties=species:S:1:pos:R:3
Tl 0.402 1.875 0.050
P 2.211 -0.146 -0.495
C 2.391 -0.783 -2.166
C 1.223 -1.013 -2.929
N 0.048 -0.451 -2.451
C -1.099 -1.107 -2.684
C -1.171 -2.081 -3.684
C -0.027 -2.478 -4.369
C 1.197 -1.975 -3.996
C -2.345 -0.746 -1.859
P -2.227 1.014 -1.285
H 2.125 -2.408 -4.391
H -2.162 -2.461 -3.921
H -0.111 -3.184 -5.186
H -3.283 -0.880 -2.438
H -2.516 -1.346 -0.931
H 4.154 3.020 -4.946
H 3.334 -1.200 -2.582
H 0.249 1.990 -3.268
O 3.750 2.977 -4.086
H 4.400 2.420 -3.575
H -0.885 2.007 -1.949
O -0.391 2.629 -2.969
H 0.071 3.438 -2.614
C -3.076 1.878 -2.664
H -4.074 1.417 -2.739
H -3.167 2.945 -2.386
H -2.555 1.786 -3.638
C -3.549 0.912 -0.042
H -3.591 1.860 0.511
H -4.489 0.718 -0.585
H -3.287 0.081 0.632
C 1.504 -1.501 0.501
H 1.884 -2.441 0.075
H 1.843 -1.395 1.538
H 0.408 -1.480 0.553
C 3.869 0.088 0.166
H 3.864 0.637 1.116
H 4.245 -0.931 0.330
H 4.488 0.649 -0.546
O 0.742 0.028 7.658
N -0.068 -0.672 7.016
O -0.830 -1.476 7.581
C -0.138 -0.502 5.580
C 0.752 0.398 4.983
C 0.574 0.776 3.667
C -0.484 0.200 2.865
O -0.809 0.643 1.707
C -1.170 -0.920 3.455
C -1.067 -1.207 4.804
N -1.967 -1.786 2.611
O -2.772 -2.540 3.194
O -1.826 -1.819 1.367
N 1.576 1.657 3.052
O 2.778 1.420 3.282
O 1.195 2.595 2.276
H 1.554 0.848 5.570
H -1.694 -1.979 5.236
```

Values from the calculation:
* DFT total energy: -65666.081 eV
* HOMO energy (spin up / spin down): -14.2 / -14.2 eV
* energy relative to the best compared isomer or geometry (same formula, charge and spin): 49.40 kcal per mole
* total charge: +2

Atom charges from the Mulliken analysis, given in e for atoms 1 to 6: atom 1 (Tl): 0.94, atom 2 (P): 0.88, atom 3 (C): -0.65, atom 4 (C): 0.33, atom 5 (N): 0.22, atom 6 (C): 0.20

=====

# 5
ORCA calculation (ωB97M-V with the def2-TZVPD basis set) on the molecule C21H29N3O.

Structure (XYZ):
```
54
Properties=species:S:1:pos:R:3
C -4.145 -1.605 1.403
C -3.883 -0.596 0.351
N -4.884 0.151 -0.173
C -4.383 1.003 -1.126
C -5.048 1.934 -1.908
C -4.293 2.674 -2.795
C -2.914 2.489 -2.882
C -2.251 1.563 -2.103
C -2.987 0.789 -1.208
C -2.681 -0.250 -0.256
C -1.437 -0.927 0.057
O -1.375 -1.793 0.917
C -0.194 -0.575 -0.749
N 0.234 0.800 -0.508
C 1.483 1.131 -1.181
C 2.722 0.901 -0.289
N 2.421 -0.167 0.641
C 3.546 -0.876 1.226
C 4.183 -1.818 0.200
C 5.249 -2.682 0.866
C 6.323 -1.808 1.507
C 5.698 -0.849 2.517
C 4.633 0.014 1.848
C 1.419 0.251 1.606
C 0.354 1.112 0.901
H -5.213 -1.711 1.584
H -3.647 -1.319 2.328
H -3.722 -2.564 1.109
H -5.854 0.087 0.093
H -6.115 2.073 -1.822
H -4.773 3.409 -3.423
H -2.350 3.093 -3.578
H -1.182 1.464 -2.163
H 0.585 -1.303 -0.483
H -0.429 -0.675 -1.814
H 1.557 0.533 -2.090
H 1.438 2.189 -1.470
H 2.987 1.838 0.233
H 3.569 0.613 -0.912
H 3.119 -1.498 2.023
H 3.405 -2.444 -0.239
H 4.644 -1.240 -0.604
H 5.702 -3.347 0.127
H 4.783 -3.304 1.634
H 7.068 -2.434 2.001
H 6.832 -1.232 0.730
H 6.472 -0.213 2.953
H 5.242 -1.424 3.327
H 4.187 0.689 2.582
H 5.098 0.623 1.069
H 1.851 0.825 2.445
H 0.954 -0.652 2.014
H -0.617 0.973 1.381
H 0.613 2.173 0.969
```

Values from the calculation:
* DFT total energy: -28765.943 eV
* HOMO energy: -7.9 eV
* SMILES: Cc1[nH]c2ccccc2c1C(=O)CN1CCN(C2CCCCC2)CC1
* energy relative to the best compared isomer or geometry (same formula, charge and spin): 24.91 kcal per mole
* total charge: 0

Atom charges from the Mulliken analysis, given in e for atoms 1 to 6: atom 1 (C): -1.23, atom 2 (C): -0.63, atom 3 (N): 0.06, atom 4 (C): -0.80, atom 5 (C): -1.01, atom 6 (C): -0.42